No. 1
DFT (ωB97M-V/def2-TZVPD) results for an isolated ion of composition ClO4 and charge -1.

Bonds (Å) are listed after each position.
Atoms and positions in Å:
1 O 24.75315 24.95274 -1.79045  Cl2 1.352
2 Cl 25.26603 26.18897 -1.98179  O1 1.352, O3 1.577, O4 1.475, O5 1.370
3 O 24.91876 26.58979 -3.46647  Cl2 1.577
4 O 26.67136 26.29893 -1.54648  Cl2 1.475
5 O 24.81705 27.19403 -1.16649  Cl2 1.370

For the gap between HOMO and LUMO, the calculation gives 9.5 eV. The calculation puts the LUMO energy at 0.170 Ha. The HOMO energy comes out at -4.84 eV. As for the charge: -1. The value obtained for the total energy is -20705.66740 eV. The multiplicity is 1. The value obtained for the molar mass is 99.4 Da.

=====

No. 2
DFT (ωB97M-V/def2-TZVPD) results for an isolated molecule of C2N2S2.

Bonds (Å) are listed after each position.
Atoms and positions in Å:
1 S 3.22089 -0.66618 -0.15206  C4 1.678
2 S -2.44273 0.20843 -0.26566  C6 1.551
3 N 0.82849 0.90149 0.15127  C4 1.222, N5 1.315
4 C 1.87518 0.27255 0.20069  S1 1.678, N3 1.222
5 N -0.15761 1.53559 0.74665  N3 1.315, C6 1.306
6 C -1.31466 1.07402 0.35485  S2 1.551, N5 1.306

For the gap between HOMO and LUMO (alpha / beta), the calculation gives 6.8 / 6.1 eV. The calculation puts the LUMO energy (alpha / beta) at -0.011 / -0.135 Ha. The HOMO energy (alpha / beta) comes out at -7.11 / -9.83 eV. The value obtained for the total energy is -26719.01521 eV. The multiplicity is 3. The value obtained for the molar mass is 116.2 Da.

=====

No. 3
DFT (ωB97M-V/def2-TZVPD) results for a 2-piece molecular cluster, C8H10ClOP overall.

Bonds (Å) are listed after each position.
Atoms and positions in Å:
1 H -1.52242 -1.95295 -1.92625  C12 1.051
2 C 1.67328 2.23615 1.60964  C6 1.395, H15 1.101, C18 1.343
3 Cl -1.03077 0.60771 -1.79591  P11 2.032
4 C 0.59633 0.35113 2.65646  C6 1.391, H10 1.045, C20 1.397
5 C 0.19045 -2.28186 -3.20409  H8 1.154, C12 1.528, O14 1.213
6 C 1.67390 1.22616 2.57128  C2 1.395, C4 1.391, H21 1.153
7 C -0.46441 1.49453 0.84736  P11 1.811, C18 1.439, C20 1.353
8 H 0.16180 -1.13013 -3.26427  C5 1.154
9 H -2.76438 0.77185 0.46375  P11 1.487
10 H 0.60537 -0.40204 3.38102  C4 1.045
11 P -1.86236 1.68484 -0.28752  Cl3 2.032, C7 1.811, H9 1.487
12 C -0.93463 -2.74858 -2.28221  H1 1.051, C5 1.528, H13 1.097, H17 1.014
13 H -0.48920 -3.26738 -1.42487  C12 1.097
14 O 1.01686 -2.97455 -3.75860  C5 1.213
15 H 2.65638 2.70965 1.46029  C2 1.101
16 H 0.56180 3.12427 -0.03908  C18 1.084
17 H -1.47089 -3.49447 -2.71198  C12 1.014
18 C 0.68848 2.34390 0.70227  C2 1.343, C7 1.439, H16 1.084
19 H -1.29641 -0.22928 1.83084  C20 1.119
20 C -0.50978 0.56589 1.83005  C4 1.397, C7 1.353, H19 1.119
21 H 2.52058 1.36516 3.34184  C6 1.153

As for the SMILES: ClPc1ccccc1.CC=O. For the gap between HOMO and LUMO, the calculation gives 9.5 eV. The calculation puts the LUMO energy at 0.010 Ha. The HOMO energy comes out at -9.26 eV. The value obtained for the total energy is -32315.66912 eV. The multiplicity is 1. The value obtained for the molar mass is 188.6 Da.

=====

No. 4
DFT (ωB97M-V/def2-TZVPD) results for a 3-piece molecular cluster, C34H66F3NO14 overall.

Bonds (Å) are listed after each position.
Atoms and positions in Å:
1 H -0.57228 0.32198 3.39313  C50 1.086
2 C 1.50345 2.65149 -2.52476  H5 1.088, H8 1.084, C26 1.509, O44 1.403
3 H 1.20669 -5.52391 2.39511  C47 1.095
4 H -8.12265 1.77832 -5.36917  C103 1.091
5 H 1.88729 3.64861 -2.72807  C2 1.088
6 H -1.15961 -4.51396 -1.40510  C69 1.087
7 H 3.29056 1.71568 -1.84618  C26 1.085
8 H 0.74941 2.44005 -3.27427  C2 1.084
9 C 1.20498 0.23995 2.21263  H28 1.082, C50 1.535, H87 1.084, H97 1.081
10 H 3.60642 -5.91070 6.30949  C49 1.090
11 C -6.60494 2.99491 -4.43566  H18 1.090, H27 1.096, O63 1.415, C103 1.519
12 H -1.49282 -4.13820 0.25664  C69 1.090
13 H 0.95655 6.77669 0.41654  C67 1.084
14 H 2.97001 -1.72069 -0.58423  C81 1.085
15 F 5.53299 2.01833 -4.31409  C118 1.360
16 H 3.33837 -4.94934 3.25115  C35 1.086
17 H 4.59102 -2.31114 -0.84548  C81 1.084
18 H -7.28836 3.42125 -3.70144  C11 1.090
19 H 0.25115 3.85330 0.80814  C91 1.082
20 H -0.15958 -1.27611 2.90787  C50 1.089
21 O 1.30475 -4.29643 0.75423  C47 1.417, C106 1.412
22 H 0.32296 -3.78922 5.44435  C71 1.091
23 H 2.40020 -3.49989 2.97487  C35 1.088
24 O -1.69166 4.26340 2.08875  C89 1.458, C99 1.378
25 H 4.80986 -2.02325 1.40344  C52 1.086
26 C 2.63801 1.67430 -2.71235  C2 1.509, H7 1.085, H83 1.084, O100 1.431
27 H -5.90210 3.79024 -4.70883  C11 1.096
28 H 1.91336 -0.56914 2.33567  C9 1.082
29 H 2.15787 -1.36772 -4.01275  C101 1.079
30 H 1.10450 7.68596 -1.06406  C67 1.081
31 H 1.83022 -6.73879 7.83699  C107 1.091
32 H 2.43086 -5.97995 1.20135  C47 1.089
33 F 4.18412 0.77699 -5.51095  C118 1.357
34 H 1.00528 -5.20691 -1.06557  C106 1.090
35 C 2.93275 -4.30607 2.47523  H16 1.086, H23 1.088, C47 1.502, O90 1.406
36 O -3.65128 4.09515 3.19520  C99 1.206
37 H -4.19096 2.84968 -5.74801  C74 1.091
38 O -0.15991 -0.89186 -3.19353  C55 1.340, C56 1.411
39 H -0.63817 3.68634 4.27926  C79 1.080
40 H 1.31236 4.93277 -0.80442  C115 1.079
41 H 3.57186 -4.33181 7.06961  C49 1.096
42 H 3.22514 -6.13081 8.74455  C107 1.090
43 H 0.96283 -1.69819 0.35268  C57 1.088
44 O 1.08669 2.47296 -1.19755  C2 1.403, C62 1.432
45 H 0.11816 -5.91647 0.30479  C106 1.089
46 H 2.11770 -2.13276 5.90936  C80 1.091
47 C 1.95311 -5.13504 1.69453  H3 1.095, O21 1.417, H32 1.089, C35 1.502
48 H -3.33294 2.60591 -4.23443  C74 1.089
49 C 2.95505 -5.20286 6.82200  H10 1.090, H41 1.096, O58 1.416, C107 1.519
50 C -0.21150 -0.25060 2.54432  H1 1.086, C9 1.535, H20 1.089, N84 1.466
51 O -0.18155 0.81125 -4.63793  C55 1.223
52 C 3.87790 -2.53808 1.18994  H25 1.086, H60 1.085, C81 1.522, O90 1.416
53 C -1.00148 1.30626 -1.15198  C62 1.545, C85 1.549, H96 1.086, O108 1.412
54 H -7.92086 3.38254 -6.09435  C103 1.090
55 C -0.52147 0.34517 -3.55902  O38 1.340, O51 1.223, C85 1.501
56 C 0.09332 -1.75458 -4.28132  O38 1.411, O88 1.202, C101 1.490
57 C -0.09309 -1.95043 0.28292  H43 1.088, O86 1.411, H102 1.084, C112 1.520
58 O 1.96285 -4.85342 5.87359  C49 1.416, C71 1.415
59 H -2.09236 2.29080 1.59056  C89 1.083
60 H 3.06829 -2.00085 1.67387  C52 1.085
61 H -2.07745 -0.40587 1.80014  N84 1.009
62 C -0.30490 2.66584 -0.92145  O44 1.432, C53 1.545, O66 1.378, C91 1.516
63 O -5.93205 1.95107 -3.75763  C11 1.415, C113 1.416
64 F 4.61835 0.23465 -3.44089  C118 1.354
65 H -1.61619 2.04316 -3.13096  C85 1.075
66 O -0.91014 3.59668 -1.73680  C62 1.378, C109 1.420
67 C 0.53642 6.90778 -0.57407  H13 1.084, H30 1.081, C115 1.546, H117 1.084
68 H 0.95204 5.77553 -2.33716  C115 1.082
69 C -0.71231 -4.10328 -0.50345  H6 1.087, H12 1.090, O86 1.401, C106 1.514
70 H -1.82622 -0.90803 -0.28988  C112 1.092
71 C 0.98320 -3.92656 6.30172  H22 1.091, O58 1.415, C80 1.519, H92 1.096
72 H -5.45636 0.68343 -5.32561  C113 1.096
73 H 2.20735 -2.66346 7.58683  C80 1.090
74 C -3.83757 2.09026 -5.04966  H37 1.091, H48 1.089, H110 1.091, C113 1.519
75 H 0.09754 2.13786 1.06359  C91 1.081
76 H 1.68801 -3.06902 -3.93463  C101 1.082
77 H -6.74839 2.11019 -6.42087  C103 1.091
78 H -2.13610 3.71827 5.25195  C79 1.079
79 C -1.67219 3.38030 4.33801  H39 1.080, H78 1.079, C99 1.499, H114 1.083
80 C 1.54588 -2.57990 6.72414  H46 1.091, C71 1.519, H73 1.090, H82 1.090
81 C 3.66507 -2.51030 -0.31734  H14 1.085, H17 1.084, C52 1.522, H95 1.081
82 H 0.73422 -1.90288 6.99232  C80 1.090
83 H 2.24396 0.66689 -2.78010  C26 1.084
84 N -1.18973 -0.05820 1.46899  C50 1.466, H61 1.009, C112 1.454
85 C -1.41886 1.11184 -2.63148  C53 1.549, C55 1.501, H65 1.075, H111 1.088
86 O -0.30326 -2.80142 -0.82244  C57 1.411, C69 1.401
87 H 1.50412 1.00247 2.92278  C9 1.084
88 O -0.82178 -2.16814 -4.94228  C56 1.202
89 C -1.74803 3.19326 1.10027  O24 1.458, H59 1.083, C91 1.518, H116 1.082
90 O 4.01161 -3.85469 1.69396  C35 1.406, C52 1.416
91 C -0.34459 2.98553 0.55942  H19 1.082, C62 1.516, H75 1.081, C89 1.518
92 H 0.37121 -4.35795 7.10180  C71 1.096
93 H -1.32001 5.21613 -0.47353  C109 1.087
94 H -1.31559 5.50020 -2.17656  C109 1.083
95 H 3.26573 -3.45172 -0.66725  C81 1.081
96 H -1.92156 1.29286 -0.57455  C53 1.086
97 H 1.29005 0.67581 1.22716  C9 1.081
98 H -4.56987 0.48625 -3.82849  C113 1.091
99 C -2.45503 3.94167 3.18934  O24 1.378, O36 1.206, C79 1.499
100 O 3.35269 2.05000 -3.89385  C26 1.431, C118 1.344
101 C 1.52598 -2.12833 -4.44438  H29 1.079, C56 1.490, H76 1.082, H104 1.079
102 H -0.37186 -2.47831 1.18718  C57 1.084
103 C -7.39274 2.53773 -5.65171  H4 1.091, C11 1.519, H54 1.090, H77 1.091
104 H 1.70570 -2.23556 -5.50331  C101 1.079
105 H 1.75293 -5.17121 8.63804  C107 1.091
106 C 0.46358 -4.98715 -0.14523  O21 1.412, H34 1.090, H45 1.089, C69 1.514
107 C 2.40625 -5.84634 8.08381  H31 1.091, H42 1.090, C49 1.519, H105 1.091
108 O -0.18218 0.28292 -0.62788  C53 1.412, C112 1.415
109 C -0.79201 4.96905 -1.39104  O66 1.420, H93 1.087, H94 1.083, C115 1.527
110 H -3.11143 1.46651 -5.57265  C74 1.091
111 H -2.35930 0.56477 -2.61821  C85 1.088
112 C -0.87431 -0.65109 0.17934  C57 1.520, H70 1.092, N84 1.454, O108 1.415
113 C -4.97174 1.23495 -4.51242  O63 1.416, H72 1.096, C74 1.519, H98 1.091
114 H -1.72909 2.29978 4.28432  C79 1.083
115 C 0.61334 5.56242 -1.33225  H40 1.079, C67 1.546, H68 1.082, C109 1.527
116 H -2.45498 3.49024 0.33626  C89 1.082
117 H -0.48711 7.23011 -0.42059  C67 1.084
118 C 4.39040 1.28189 -4.26809  F15 1.360, F33 1.357, F64 1.354, O100 1.344

As for the SMILES: CCCO[C@](CCOC(C)=O)(OCCOC(F)(F)F)[C@@H](CC(=O)OC(C)=O)O[C@@H](COCCOCCOCC)NCC.CCOCC.CCOCC. For the gap between HOMO and LUMO, the calculation gives 9.7 eV. The calculation puts the LUMO energy at 0.011 Ha. The HOMO energy comes out at -9.41 eV. The value obtained for the total energy is -74633.00528 eV. The multiplicity is 1. The value obtained for the molar mass is 769.9 Da.

=====

No. 5
DFT (ωB97M-V/def2-TZVPD) results for an isolated molecule of C4H8N2S.

Bonds (Å) are listed after each position.
Atoms and positions in Å:
1 S -0.36706 -0.87142 -0.68254  H3 1.528, N5 1.748, C8 1.813, N11 1.978
2 H 1.41408 -1.65287 0.43137  C8 1.008
3 H -0.47470 -2.39059 -0.55682  S1 1.528
4 H 0.85704 -0.21058 1.27849  C8 1.033
5 N -1.78808 -0.93378 0.33422  S1 1.748, C6 1.244
6 C -2.37634 0.15574 0.45884  N5 1.244, C10 1.486, H13 1.163
7 H -1.81998 2.46158 0.02675  C10 1.122
8 C 1.07872 -0.70293 0.39787  S1 1.813, H2 1.008, H4 1.033, C12 1.518
9 H 2.91792 0.64586 0.08007  C12 1.078
10 C -1.63442 1.35535 -0.00999  C6 1.486, H7 1.122, N11 1.237
11 N -0.53978 1.09217 -0.52184  S1 1.978, C10 1.237
12 C 2.03533 0.20500 -0.35317  C8 1.518, H9 1.078, H14 1.106, H15 1.192
13 H -3.38511 0.05936 1.03008  C6 1.163
14 H 1.56660 1.16501 -0.63793  C12 1.106
15 H 2.51578 -0.37790 -1.27541  C12 1.192

As for the SMILES: CC[SH]1=NC=CN=1. For the gap between HOMO and LUMO, the calculation gives 8.2 eV. The calculation puts the LUMO energy at 0.013 Ha. The HOMO energy comes out at -7.87 eV. The value obtained for the total energy is -18088.24811 eV. The multiplicity is 1. The value obtained for the molar mass is 116.2 Da.

=====

No. 6
DFT (ωB97M-V/def2-TZVPD) results for an isolated ion of composition C18H32NO2S and charge +1.

Bonds (Å) are listed after each position.
Atoms and positions in Å:
1 H -1.60412 -0.59760 -2.60785  C6 1.094
2 H 3.74909 3.46523 0.74797  C3 1.089
3 C 4.33081 2.58642 0.47311  H2 1.089, H34 1.093, O45 1.425, H49 1.088
4 H -2.77211 -3.34894 -1.76951  C17 1.088
5 H -2.62612 0.70215 -3.26614  C6 1.089
6 C -1.62290 0.44829 -2.92832  H1 1.094, H5 1.089, H10 1.094, O54 1.410
7 C 3.49053 -1.63687 -0.34260  C26 1.532, N33 1.484, H40 1.092, H48 1.091
8 H 4.06638 -0.08179 -1.72335  C26 1.094
9 H 5.40796 -1.08713 0.17136  N33 1.024
10 H -0.91905 0.59680 -3.75198  C6 1.094
11 H 4.20297 -0.05075 0.74128  N33 1.074
12 H -4.43549 0.63151 -0.01735  C43 1.091
13 H 4.77643 -2.82901 1.76079  C35 1.089
14 H -2.47603 1.57526 2.12731  C39 1.092
15 C -3.30058 -1.67309 1.22441  C31 1.530, H41 1.093, C42 1.527, H47 1.093
16 C 0.08713 2.20427 -0.20794  S21 1.762, C30 1.386, C46 1.410
17 C -2.59900 -3.12239 -0.71973  H4 1.088, H28 1.090, C42 1.524, H53 1.087
18 H 3.58328 -1.68933 2.40755  C35 1.088
19 H 1.51215 2.93746 1.18236  C30 1.078
20 H -4.01538 -0.42612 2.81396  C31 1.092
21 S -1.04122 3.43941 0.34375  C16 1.762, C37 1.825
22 H -2.97959 2.52061 -0.74535  C37 1.087
23 H 5.30855 -1.32589 2.53300  C35 1.088
24 H 2.77378 -1.12390 -2.29572  C26 1.089
25 H 0.67416 -0.35165 -2.34883  C36 1.078
26 C 3.15297 -0.60023 -1.41883  C7 1.532, H8 1.094, H24 1.089, C44 1.511
27 H -4.85890 1.44737 1.48089  C43 1.092
28 H -1.55445 -2.83725 -0.59461  C17 1.090
29 H -5.26438 -0.94011 1.68283  C31 1.092
30 C 1.33494 2.22133 0.39590  C16 1.386, H19 1.078, C51 1.384
31 C -4.23496 -0.58357 1.75545  C15 1.530, H20 1.092, H29 1.092, C43 1.530
32 H -3.33808 3.43434 0.73504  C37 1.090
33 N 4.48244 -1.07942 0.60938  C7 1.484, H9 1.024, H11 1.074, C35 1.470
34 H 4.64058 2.67533 -0.57166  C3 1.093
35 C 4.54354 -1.77474 1.90345  H13 1.089, H18 1.088, H23 1.088, N33 1.470
36 C 0.85109 0.37480 -1.57203  H25 1.078, C44 1.392, C46 1.389
37 C -2.69628 2.67158 0.29354  S21 1.825, H22 1.087, H32 1.090, C39 1.518
38 H -4.55961 -2.30281 -0.40014  C42 1.091
39 C -2.74921 1.37941 1.08796  H14 1.092, C37 1.518, C43 1.528, H52 1.091
40 H 3.89254 -2.54837 -0.78888  C7 1.092
41 H -3.46590 -2.57786 1.81402  C15 1.093
42 C -3.52106 -2.00302 -0.25021  C15 1.527, C17 1.524, H38 1.091, H50 1.091
43 C -4.14359 0.75875 1.02640  H12 1.091, H27 1.092, C31 1.530, C39 1.528
44 C 2.10709 0.39482 -0.97167  C26 1.511, C36 1.392, C51 1.392
45 O 3.57961 1.39273 0.67761  C3 1.425, C51 1.406
46 C -0.15344 1.27547 -1.24103  C16 1.410, C36 1.389, O54 1.350
47 H -2.25972 -1.37698 1.37800  C15 1.093
48 H 2.58722 -1.89120 0.21477  C7 1.091
49 H 5.20457 2.51557 1.11810  C3 1.088
50 H -3.34115 -1.11465 -0.85764  C42 1.091
51 C 2.33904 1.34771 0.01665  C30 1.384, C44 1.392, O45 1.406
52 H -2.01948 0.68156 0.67452  C39 1.091
53 H -2.77362 -4.02778 -0.14347  C17 1.087
54 O -1.35342 1.32426 -1.85655  C6 1.410, C46 1.350

As for the SMILES: CCCCCCCSc1cc(OC)c(CC[NH2+]C)cc1OC. For the gap between HOMO and LUMO, the calculation gives 7.8 eV. The calculation puts the LUMO energy at -0.099 Ha. The HOMO energy comes out at -10.50 eV. As for the charge: +1. The value obtained for the total energy is -35599.37192 eV. The multiplicity is 1. The value obtained for the molar mass is 326.5 Da.